No. 1
115
Properties=species:S:1:pos:R:3 method="wB97M-V/def2-TZVPD" smiles="CC(=O)N(C)[C@@H](OC=O)OC[C@@H](C)CC(C)C.CCOC(=O)OC.CCOC(=O)OC.CCOC(=O)OC.CCOC(=O)OC.CCOC(=O)OC" e_homo_ev=-10.0794 e_tot_ev=-74598.44224 charge=0 lumo_energy_ev=0.556 multiplicity=1
C 4.807 -2.106 2.322
C 4.595 -0.611 2.195
O 5.155 0.088 2.945
N 3.784 -0.058 1.192
C 3.281 -1.024 0.200
C 2.755 0.802 1.734
O 2.544 1.949 0.918
C 3.561 2.244 0.053
O 3.296 2.531 -1.026
O 1.567 0.068 1.907
C 0.364 0.785 1.598
C -0.873 -0.018 2.062
C -1.829 0.998 2.728
C -1.655 -0.679 0.923
C -1.136 -2.041 0.406
C -0.474 -2.944 1.459
C -0.227 -1.833 -0.810
H 5.786 -2.228 2.767
H 4.108 -2.538 3.029
H 4.824 -2.637 1.376
H 2.621 -0.485 -0.467
H 4.125 -1.326 -0.416
H 2.813 -1.904 0.625
H 3.053 1.149 2.721
H 4.599 2.261 0.384
H 0.316 1.739 2.112
H 0.280 0.906 0.520
H -0.565 -0.695 2.854
H -1.948 1.857 2.067
H -2.805 0.565 2.918
H -1.393 1.360 3.658
H -1.720 -0.010 0.065
H -2.682 -0.812 1.257
H -1.994 -2.592 0.020
H -0.772 -3.972 1.265
H -0.781 -2.728 2.475
H 0.607 -2.885 1.343
H 0.680 -1.356 -0.438
H 0.072 -2.785 -1.240
H -0.671 -1.160 -1.538
C 0.910 -2.960 -6.524
C -0.166 -2.007 -7.000
O -0.631 -1.166 -5.936
C 0.157 -0.132 -5.635
O 1.191 0.156 -6.182
O -0.396 0.526 -4.614
C 0.379 1.626 -4.130
H 0.565 -3.528 -5.659
H 1.184 -3.654 -7.315
H 1.806 -2.420 -6.217
H -1.034 -2.571 -7.340
H 0.177 -1.401 -7.839
H 0.645 2.307 -4.936
H 1.276 1.260 -3.631
H -0.233 2.158 -3.406
C -1.139 -9.676 -9.058
C -1.889 -8.450 -8.580
O -0.992 -7.378 -8.258
C -0.520 -6.691 -9.299
O -0.789 -6.879 -10.458
O 0.319 -5.760 -8.833
C 0.960 -4.997 -9.857
H -0.380 -9.965 -8.330
H -1.825 -10.510 -9.205
H -0.628 -9.480 -10.000
H -2.425 -8.678 -7.661
H -2.625 -8.120 -9.314
H 0.235 -4.572 -10.549
H 1.676 -5.619 -10.393
H 1.494 -4.184 -9.373
C 9.051 -0.909 4.166
C 10.029 -1.004 3.014
O 11.116 -1.890 3.319
C 10.845 -3.190 3.203
O 9.796 -3.671 2.855
O 11.940 -3.873 3.547
C 11.774 -5.292 3.538
H 9.569 -0.638 5.087
H 8.284 -0.162 3.957
H 8.559 -1.865 4.341
H 10.478 -0.029 2.829
H 9.535 -1.314 2.094
H 11.378 -5.635 2.585
H 11.119 -5.597 4.353
H 12.757 -5.728 3.690
C -5.069 5.751 -1.444
C -5.891 4.833 -0.564
O -5.175 4.463 0.622
C -5.153 5.380 1.591
O -5.685 6.460 1.561
O -4.424 4.896 2.600
C -4.249 5.809 3.685
H -4.098 5.304 -1.659
H -5.587 5.945 -2.383
H -4.885 6.705 -0.950
H -6.099 3.903 -1.091
H -6.850 5.282 -0.303
H -5.205 6.194 4.033
H -3.597 6.628 3.383
H -3.774 5.264 4.496
C -8.374 7.135 5.069
C -9.214 6.206 5.919
O -8.516 5.808 7.108
C -8.502 6.706 8.094
O -9.028 7.789 8.079
O -7.792 6.196 9.106
C -7.632 7.083 10.214
H -7.403 6.685 4.858
H -8.875 7.352 4.126
H -8.189 8.078 5.583
H -9.422 5.289 5.371
H -10.173 6.656 6.176
H -8.592 7.463 10.556
H -6.973 7.907 9.942
H -7.172 6.511 11.016

No. 2
13
Properties=species:S:1:pos:R:3 method="wB97M-V/def2-TZVPD" e_homo_ev=-2.8899 e_tot_ev=-7788.58411 charge=-1 lumo_energy_ev=4.329 de_lowest_kcal_mol=13.9 multiplicity=1
C -0.507 -0.086 -0.007
O 0.046 -0.064 -1.202
C -0.257 -1.386 0.786
N 1.215 -1.487 1.127
H -1.592 0.160 0.190
H -0.084 0.658 0.747
H -0.446 -2.287 0.198
H -0.867 -1.318 1.695
H 1.500 -0.539 1.161
H 1.577 -1.796 0.228
H -0.703 3.233 -1.962
H 0.102 1.976 -1.572
O 0.017 2.937 -1.389

No. 3
33
Properties=species:S:1:pos:R:3 method="wB97M-V/def2-TZVPD" e_homo_ev=-6.4868 e_tot_ev=-31525.66261 charge=0 lumo_energy_ev=-0.159 de_lowest_kcal_mol=6.3 multiplicity=1
C 0.675 1.039 0.362
C -0.846 0.923 -2.222
C 2.019 1.015 -0.171
H 0.566 0.819 1.425
C -0.069 -0.180 -2.504
H -1.890 0.934 -2.581
H 2.413 2.057 -0.060
H -0.547 -1.020 -3.039
C 2.250 0.734 -1.677
H 3.309 0.454 -1.787
H 2.155 1.683 -2.220
C -0.092 2.260 -0.116
H 0.506 3.168 0.074
H -1.038 2.365 0.438
C -0.387 2.254 -1.650
H 0.483 2.651 -2.199
H -1.220 2.959 -1.816
C 1.438 -0.325 -2.430
H 1.821 -0.289 -3.466
H 1.673 -1.343 -2.073
Mg -0.716 -0.313 -0.561
H 2.716 0.495 0.517
S -0.096 -2.737 -0.244
C -0.840 -2.273 1.215
C -0.903 -3.173 2.301
C -1.480 -2.774 3.494
C -1.970 -1.466 3.609
C -1.884 -0.605 2.508
N -1.371 -1.007 1.329
H -0.476 -4.157 2.127
H -1.547 -3.477 4.323
H -2.416 -1.098 4.532
H -2.238 0.430 2.563

No. 4
88
Properties=species:S:1:pos:R:3 method="wB97M-V/def2-TZVPD" e_homo_ev="-6.6662 / -6.7636" e_tot_ev=-92831.86765 charge=0 lumo_energy_ev="0.365 / 0.360" de_lowest_kcal_mol=0.0 multiplicity=5
Cr 0.046 0.275 -0.889
C -0.165 -2.266 1.666
N 0.466 -1.905 0.410
C 1.906 -2.101 0.467
C 2.550 -1.456 -0.711
N 2.047 -0.450 -1.379
C 2.942 -0.206 -2.419
C 2.872 0.677 -3.494
C 3.910 0.667 -4.405
C 4.998 -0.206 -4.271
C 5.069 -1.108 -3.227
C 4.020 -1.092 -2.318
N 3.738 -1.874 -1.213
C -1.641 -2.060 1.612
N -2.293 -1.466 0.660
C -3.625 -1.500 1.059
C -4.765 -1.039 0.407
C -5.984 -1.216 1.034
C -6.079 -1.842 2.284
C -4.960 -2.322 2.939
C -3.740 -2.142 2.299
N -2.448 -2.506 2.625
H 0.249 -1.632 2.455
H 0.034 -3.312 1.949
H 0.073 -2.475 -0.338
H 2.196 -3.161 0.505
H 2.287 -1.625 1.371
H 2.019 1.325 -3.625
H 3.880 1.341 -5.250
H 5.791 -0.182 -5.006
H 5.896 -1.799 -3.132
H 4.269 -2.657 -0.877
H -4.690 -0.563 -0.560
H -6.887 -0.868 0.551
H -7.051 -1.958 2.744
H -5.036 -2.814 3.899
H -2.144 -2.955 3.470
C 2.367 0.614 2.874
Si 0.746 1.575 2.658
C -0.625 0.649 3.587
C 1.058 3.134 3.685
C 0.269 1.830 0.890
C -1.169 2.053 0.667
C -2.069 2.783 1.458
C -3.374 2.941 1.040
C -3.789 2.376 -0.164
C -2.871 1.641 -0.883
N -1.614 1.478 -0.472
Si 1.227 3.160 0.018
C 0.971 4.892 0.733
C 3.074 2.796 0.054
C 0.691 3.359 -1.779
H 2.900 0.993 3.749
H 3.027 0.723 2.010
H 2.200 -0.450 3.050
H -1.251 1.343 4.151
H -0.199 -0.056 4.308
H -1.284 0.102 2.911
H 1.176 2.852 4.736
H 0.243 3.858 3.624
H 1.976 3.641 3.379
H -1.722 3.240 2.375
H -4.070 3.516 1.638
H -4.802 2.491 -0.522
H -3.133 1.149 -1.812
H 1.369 5.004 1.740
H -0.094 5.140 0.765
H 1.460 5.633 0.096
H 3.477 2.851 1.067
H 3.613 3.525 -0.555
H 3.287 1.801 -0.344
H -0.391 3.465 -1.873
H 0.996 2.508 -2.389
H 1.155 4.253 -2.205
F 0.231 -6.140 -1.910
C -0.003 -4.827 -2.171
C -1.219 -4.272 -1.824
C -1.442 -2.924 -2.077
C -0.466 -2.097 -2.662
C -0.643 -0.636 -2.754
C 0.726 -2.732 -3.050
C 0.969 -4.077 -2.800
H -1.982 -4.890 -1.367
H -2.384 -2.484 -1.776
H -1.695 -0.385 -2.919
H -0.059 -0.233 -3.588
H 1.490 -2.150 -3.552
H 1.897 -4.546 -3.103

No. 5
12
Properties=species:S:1:pos:R:3 method="wB97M-V/def2-TZVPD" smiles="C#CCC1=CC1" e_homo_ev=-9.2724 e_tot_ev=-6314.74222 charge=0 lumo_energy_ev=1.035 de_lowest_kcal_mol=102.8 multiplicity=1
C 0.390 2.824 0.743
C -0.132 1.743 0.670
C -0.787 0.435 0.562
C 0.020 -0.592 -0.144
C 1.111 -1.036 -0.673
C -0.080 -1.950 -0.770
H 0.853 3.784 0.804
H -1.743 0.546 0.034
H -1.043 0.059 1.562
H 2.152 -0.910 -0.926
H -0.601 -2.062 -1.726
H -0.141 -2.841 -0.137

No. 6
9
Properties=species:S:1:pos:R:3 method="wB97M-V/def2-TZVPD" smiles="O=C(Cl)CNBr" e_homo_ev=-9.3568 e_tot_ev=-88223.59145 charge=0 lumo_energy_ev=0.183 de_lowest_kcal_mol=34.5 multiplicity=1
O -1.221 -1.522 0.369
C -1.371 -0.460 -0.044
Cl -2.917 0.455 -0.059
C -0.270 0.384 -0.693
N 0.849 -0.514 -0.933
Br 2.383 -0.041 0.070
H 0.069 1.122 0.061
H -0.721 0.599 -1.731
H 0.732 -1.599 -0.816